{
  "formula": "C4H3IO",
  "method": "wB97M-V/def2-TZVPD",
  "multiplicity": 3,
  "s2": 2.012,
  "charge": 0,
  "orbital_gap_ev": [5.0, 7.0],
  "elements": ["C", "C", "C", "C", "O", "I", "H", "H", "H"],
  "xyz": [[-1.110, 0.249, 0.103], [0.142, 0.983, -0.010], [-0.770, -1.058, 0.109], [1.096, 0.068, -0.029], [0.550, -1.212, -0.035], [3.177, 0.286, 0.035], [-2.047, 0.581, 0.053], [0.275, 1.986, -0.187], [-1.314, -1.882, -0.037]],
  "atomic_forces_ev_per_a": [[5.0711, 3.0570, 0.0369], [-7.4358, 0.5470, 1.1674], [1.4603, 0.7280, 0.2870], [4.1605, -3.8632, -1.9810], [1.9504, -1.1270, 0.2245], [0.2305, -0.0579, 0.7372], [-3.4799, 1.5800, -0.0737], [0.0815, 2.1289, -0.2664], [-2.0387, -2.9928, -0.1319]],
  "mulliken_spin": [0.0657, 0.2573, 0.5166, 0.6993, 0.0529, 0.3401, 0.0002, 0.0240, 0.0439]
}



{
  "formula": "C8H8O2",
  "method": "wB97M-V/def2-TZVPD",
  "multiplicity": 3,
  "s2": 2.032,
  "charge": 0,
  "orbital_gap_ev": [7.6, 6.9],
  "elements": ["C", "C", "C", "C", "C", "C", "C", "C", "O", "O", "H", "H", "H", "H", "H", "H", "H", "H"],
  "xyz": [[2.680, 1.189, -2.342], [2.692, 0.674, -1.223], [-1.706, 0.801, 1.594], [-1.087, 1.968, 1.808], [-0.849, -0.054, 0.898], [0.184, 0.774, 0.701], [-1.048, -1.397, 0.246], [2.461, 0.153, 0.065], [0.068, 1.995, 1.263], [2.424, -1.169, 0.387], [2.903, 1.588, -3.281], [-2.655, 0.587, 1.951], [-1.248, 2.762, 2.480], [-1.989, -1.865, 0.208], [-0.552, -1.292, -0.732], [-0.283, -2.165, 0.797], [2.799, 0.708, 0.948], [1.984, -1.639, -0.327]],
  "atomic_forces_ev_per_a": [[-0.0613, -0.8364, 1.8161], [-0.7336, -0.3070, 0.2207], [-0.9693, 0.1863, 0.9741], [-2.7834, 0.5238, 1.9224], [-0.3088, -0.5039, -1.2988], [0.6282, 0.5906, -0.3554], [4.6278, -0.9456, 1.2489], [3.0950, 0.5344, -0.4387], [3.7621, -1.0564, -2.1190], [-0.6740, 0.1819, -0.4118], [0.1099, 0.3370, -0.7549], [-1.5954, -0.5206, 0.6295], [-0.7913, 0.8475, 0.4140], [-1.2296, -0.0502, -0.0106], [-0.7413, -0.3375, -0.0502], [-1.9723, 1.5519, -1.0506], [-0.4425, 0.1222, -0.5276], [0.0799, -0.3182, -0.2081]],
  "mulliken_spin": [0.4752, -0.1076, 0.0687, -0.0113, 0.0375, 0.8899, 0.0281, 0.5533, -0.0416, 0.1068, -0.0017, 0.0079, -0.0014, -0.0014, -0.0056, -0.0067, 0.0109, -0.0010]
}



Energy above the lowest of the compared OMol25 structures with the same formula, charge and spin (kcal/mol)
0.0, 41.2